Entry 1:
Here is a molecular structure, C16H16B2Br8F24O16P4Zr in a non-equilibrium geometry from the OMol25 dataset. Energies are from ωB97M-V/def2-TZVPD.

Values from the calculation:
**2S+1**: 1
**F_max**: 2.8 eV/Å
**Charge**: -2
**Calculated total energy**: -26275.8057 a.u.
**M**: 1796.2 g/mol

Last column: Löwdin charge in e.
Geometry (Å):
Zr1 21.5020 16.3558 5.1161  2.22
P1 21.6845 15.3690 7.9171  0.19
F1 22.7242 15.2950 6.6196  -0.21
F2 20.6256 14.9304 6.6946  -0.22
F3 21.9436 13.8653 8.2835  -0.07
F4 20.4669 15.4058 8.9126  -0.07
F5 22.8611 15.8674 8.8077  -0.04
F6 21.2924 16.8676 7.3720  -0.22
P2 23.9817 17.8890 4.6902  0.21
F7 23.5369 16.2953 4.5737  -0.24
F8 22.4088 18.1688 4.2544  -0.25
F9 23.0980 17.8146 6.0987  -0.24
F10 24.3788 19.3736 4.8163  -0.03
F11 25.3259 17.4053 5.3515  -0.07
F12 24.3545 17.6612 3.1784  -0.08
P3 21.2436 20.3379 1.8299  0.18
F13 21.0846 20.0097 0.2357  -0.18
F14 22.8362 20.0447 1.5961  -0.18
F15 21.4283 21.8911 1.4538  -0.17
F16 21.5030 20.6836 3.4023  -0.22
F17 19.6572 20.5112 2.0617  -0.16
F18 21.0411 18.7611 2.2646  -0.19
P4 18.5760 16.6547 4.4345  0.19
F19 17.3521 15.8655 4.9716  -0.04
F20 19.5291 15.3283 4.2403  -0.16
F21 18.2867 16.6541 2.9053  -0.04
F22 19.9645 17.5708 4.2223  -0.32
F23 17.8231 18.0238 4.6148  -0.09
F24 19.3352 16.6999 5.9222  -0.25
O1 19.9601 11.1876 -0.9851  0.16
C1 20.7257 11.9807 -0.5583  -0.39
O2 20.4690 13.2736 -0.3610  0.24
B1 21.6163 13.8791 0.3010  -0.88
O3 22.6989 12.9050 0.2688  0.23
C2 22.1947 11.7271 -0.1002  -0.39
O4 22.7521 10.6947 -0.1426  0.19
O5 22.0169 15.1228 -0.3991  0.23
C3 22.0773 16.1546 0.4303  -0.42
O6 22.4793 17.2142 0.1740  0.21
C4 21.6444 15.6125 1.8152  -0.30
O7 21.3348 14.3657 1.6915  0.26
O8 21.6682 16.2277 2.8654  -0.03
O9 26.3049 10.7770 1.1965  0.18
C5 25.8381 11.1042 2.2274  -0.40
O10 24.5459 11.2870 2.4691  0.23
B2 24.3119 11.8233 3.7986  -0.86
O11 25.6468 11.7691 4.4381  0.22
C6 26.5555 11.3670 3.5594  -0.41
O12 27.7055 11.2516 3.7928  0.16
O13 23.2688 11.0433 4.4794  0.26
C7 22.3469 11.8653 4.9454  -0.37
O14 21.4128 11.6245 5.6363  0.18
C8 22.6414 13.2716 4.3355  -0.30
O15 23.8085 13.2407 3.7907  0.26
O16 21.9880 14.2813 4.5131  -0.03
Br1 23.3924 24.2107 6.3582  0.71
C9 25.2426 23.6162 6.2199  -0.71
C10 26.1882 24.7991 6.2230  -0.69
Br2 25.8358 25.9822 4.6742  0.55
H1 25.4726 22.9015 5.4359  0.07
H2 25.5301 23.1200 7.1474  -0.01
H3 27.2016 24.4791 6.0055  -0.01
H4 26.1188 25.3801 7.1343  0.06
Br3 20.2809 19.8269 6.0872  0.78
C11 21.0807 21.5869 6.4233  -0.65
C12 21.5383 21.6847 7.8790  -0.74
Br4 23.0000 20.4945 8.3342  0.63
H5 20.3528 22.3481 6.1626  0.07
H6 21.9369 21.6897 5.7632  0.01
H7 20.6173 21.5467 8.4460  0.05
H8 21.9156 22.6660 8.1471  -0.01
Br5 27.8380 21.8182 7.7790  0.65
C13 29.2316 20.7870 6.8501  -0.64
C14 28.8548 20.6149 5.4047  -0.66
Br6 28.6998 22.3475 4.4952  0.63
H9 29.3048 19.8437 7.3818  0.06
H10 30.1081 21.4079 6.9959  0.04
H11 27.8673 20.1762 5.3476  0.05
H12 29.5466 20.0083 4.8336  0.06
Br7 29.7847 15.4428 3.1391  0.56
C15 27.8842 14.9936 2.8250  -0.70
C16 27.1538 16.1025 2.0971  -0.68
Br8 25.5349 15.3102 1.3913  0.81
H13 27.3597 14.6976 3.7310  0.06
H14 27.9592 14.0776 2.2448  0.03
H15 27.7492 16.6137 1.3468  0.05
H16 26.9474 16.8691 2.8419  0.05

=====

Entry 2:
Here is a molecular structure, C16H18Br2Cl2I2N2S2V in a non-equilibrium geometry from the OMol25 dataset. Energies are from ωB97M-V/def2-TZVPD.

Values from the calculation:
**2S+1**: 4
**F_max**: 1.3 eV/Å
**Charge**: -2
**Calculated total energy**: -9134.1923 a.u.
**M**: 837.9 g/mol

Last column: natural (NBO) charge in e.
Geometry (Å):
V1 1.2940 -0.9492 0.5410  0.20
I1 1.4266 -0.1038 -4.7624  -0.09
C1 1.2391 1.0099 -2.9170  -0.87
I2 -0.3707 -0.0219 -1.4159  0.38
H1 0.9532 2.0113 -3.2464  0.18
H2 2.2437 1.0290 -2.4926  0.20
Br1 2.5203 -2.5930 2.2738  -0.03
C2 1.5433 -4.3365 2.0191  -0.90
Br2 -0.7112 -2.5786 0.6782  0.14
H3 1.5321 -4.7019 3.0531  0.14
H4 2.3105 -4.9300 1.5034  0.13
S1 2.9564 0.7533 0.3049  -0.29
C3 2.0355 2.1517 0.8034  -0.15
C4 2.4076 3.4305 0.3790  -0.19
C5 1.7508 4.5750 0.8083  -0.13
C6 2.1741 5.8748 0.3284  0.30
N1 2.5100 6.9063 -0.0541  -0.38
C7 0.6803 4.4525 1.6977  -0.20
C8 0.2815 3.1884 2.1117  -0.19
C9 0.9137 2.0209 1.6691  -0.15
S2 0.3655 0.4518 2.1986  -0.26
C10 -0.0042 5.6221 2.2142  0.33
N2 -0.5485 6.5416 2.6404  -0.39
H5 3.2428 3.5298 -0.3020  0.22
H6 -0.5509 3.0977 2.7960  0.22
Cl1 5.1121 -2.3738 -2.1629  -0.05
C11 4.0176 -2.6086 -0.7802  -0.37
Cl2 2.3206 -2.2972 -1.2132  0.12
H7 4.2865 -1.9210 0.0066  0.24
H8 4.0926 -3.6336 -0.4552  0.23
C12 -4.0131 -2.1885 0.6196  -0.61
C13 -3.1943 -1.5536 -0.5126  -0.11
C14 -3.9315 -0.3095 -1.0159  -0.60
C15 -3.0507 -2.5563 -1.6607  -0.62
C16 -1.8305 -1.0836 0.0096  -0.52
H9 -5.0194 -2.4571 0.2712  0.19
H10 -4.1123 -1.4902 1.4566  0.20
H11 -3.5242 -3.0929 0.9914  0.22
H12 -4.9457 -0.5765 -1.3371  0.19
H13 -3.4087 0.1447 -1.8594  0.22
H14 -4.0072 0.4421 -0.2234  0.21
H15 -4.0375 -2.8340 -2.0526  0.19
H16 -2.5467 -3.4647 -1.3209  0.22
H17 -2.4600 -2.1301 -2.4759  0.22
H18 -1.9430 -0.4469 0.8850  0.20

=====

Entry 3:
Here is 2 unconnected molecules or ions with the total composition C5H8O from the OMol25 dataset. Energies are from ωB97M-V/def2-TZVPD.

Values from the calculation:
**2S+1**: 1
**F_max**: 0.3 eV/Å
**Charge**: 0
**Calculated total energy**: -270.4389 a.u.
**M**: 84.1 g/mol
**Structure (SMILES)**: C=C=CO.C=C

Last column: natural (NBO) charge in e.
Geometry (Å):
C1 0.9135 -1.7309 -0.4328  -0.43
C2 0.2525 -1.3223 0.6159  -0.05
C3 -0.4380 -0.7019 1.5392  0.07
O1 -1.8034 -0.6414 1.6140  -0.68
H1 1.0671 -1.0346 -1.2596  0.21
H2 1.3299 -2.7280 -0.5357  0.21
H3 0.0301 -0.1481 2.3466  0.20
H4 -2.1675 -1.0913 0.8396  0.48
C4 0.3263 1.2799 -1.5694  -0.42
C5 -0.1996 1.5978 -0.3934  -0.37
H5 1.3868 1.4026 -1.7696  0.20
H6 -0.2764 0.8525 -2.3656  0.19
H7 -1.2508 1.4487 -0.1657  0.20
H8 0.4070 1.9958 0.4144  0.19